No. 1
Formula: C36H39ClP2Pt
Source: the OMol25 dataset
Level of theory: wB97M-V/def2-TZVPD

```
79
C36H39ClP2Pt | the OMol25 dataset | wB97M-V/def2-TZVPD
Pt -4.7654 3.5542 -0.0572
C -4.2479 5.7219 0.4918
C -3.1096 5.0353 -0.0003
C -1.9755 4.5771 0.8911
C -2.2215 3.2152 1.5930
C -3.6583 2.7540 1.6265
C -4.7169 3.5060 2.2047
C -4.5403 4.8357 2.8947
C -4.4811 6.0606 1.9415
C -5.5894 1.7237 -0.4310
H -4.7669 6.3800 -0.2116
H -2.8165 5.2355 -1.0384
H -1.7158 5.3513 1.6303
H -1.0894 4.4526 0.2503
H -1.6410 2.4615 1.0442
H -1.8070 3.2228 2.6109
H -3.7953 1.6738 1.5744
H -5.6337 2.9659 2.4852
H -3.6636 4.8287 3.5661
H -5.4188 4.9755 3.5421
H -5.4552 6.5738 2.0094
H -3.7293 6.7879 2.2972
H -6.3992 1.8274 -1.1629
H -5.9748 1.3316 0.5195
H -4.8207 1.0364 -0.8207
P 2.9355 -1.5461 -1.8307
P 1.5611 -3.6484 -0.0641
C 3.5042 -1.7470 -0.1385
C 2.9103 -2.6920 0.6331
C 4.5407 -1.4297 -2.7143
C 5.7359 -1.0661 -2.0826
C 6.8997 -0.8894 -2.8343
C 6.8964 -1.1471 -4.2067
C 5.7173 -1.5969 -4.8311
C 4.5496 -1.7512 -4.0901
C 2.3117 0.1895 -1.8071
C 1.0860 0.3822 -1.1393
C 0.5526 1.6632 -1.0271
C 1.2342 2.7623 -1.5699
C 2.4558 2.5669 -2.2295
C 2.9917 1.2794 -2.3688
C 2.1266 -5.3579 0.4684
C 3.2412 -5.8749 -0.2183
C 3.8248 -7.0716 0.1945
C 3.2901 -7.7755 1.2810
C 2.1595 -7.2857 1.9419
C 1.5618 -6.0870 1.5237
C 0.2495 -3.3353 1.1676
C -1.0626 -3.7244 0.8185
C -2.0830 -3.6075 1.7580
C -1.8159 -3.0751 3.0303
C -0.5212 -2.6490 3.3520
C 0.5077 -2.7606 2.4138
H 4.3061 -1.0956 0.2315
H 3.2307 -2.9347 1.6501
H 5.7753 -0.9059 -1.0112
H 7.8078 -0.5473 -2.3332
H 7.8037 -1.0091 -4.7946
H 5.7134 -1.8265 -5.8992
H 3.6313 -2.1101 -4.5567
H 0.5675 -0.4730 -0.7066
H -0.4021 1.8209 -0.5222
H 0.8200 3.7689 -1.4751
H 3.0008 3.4193 -2.6396
H 3.9348 1.1313 -2.8924
H 3.6524 -5.3249 -1.0603
H 4.6992 -7.4609 -0.3234
H 3.7562 -8.7011 1.6226
H 1.7330 -7.8237 2.7919
H 0.6730 -5.7155 2.0336
H -1.2582 -4.1295 -0.1736
H -3.0895 -3.9392 1.5017
H -2.6152 -2.9985 3.7699
H -0.3012 -2.2346 4.3354
H 1.5073 -2.4149 2.6776
Cl -5.1601 4.9195 -2.9401
C -5.9752 4.4896 -1.4479
H -6.3186 5.4356 -1.0037
H -6.8205 3.8464 -1.7156
```

The electronic energy comes out at -72305.9251 eV. Its energy relative to the best compared isomer or geometry (same formula, charge and spin) is 16.34 kcal/mol. Its charge is 0. The spin multiplicity is 3. The maximum force comes out at 1.61 eV/Å. The calculation puts the molar mass at 764.2 u. As for the HOMO-LUMO gap (spin up / spin down): 6.03 / 5.03 eV. The highest occupied orbital energy (spin up / spin down) is -5.461 / -7.497 eV.

No. 2
Formula: C30H86N4O11
Source: the OMol25 dataset
Level of theory: wB97M-V/def2-TZVPD

```
131
C30H86N4O11 | the OMol25 dataset | wB97M-V/def2-TZVPD
C 7.6081 2.5557 4.4239
C 8.3142 3.7789 3.8853
O 7.3841 4.8449 3.8825
H 6.9402 2.1078 3.6882
H 7.1175 2.8404 5.3547
H 8.3422 1.7794 4.6398
H 8.6725 3.7188 2.8577
H 9.2245 3.8691 4.4779
H 7.8378 5.6908 3.8680
C 1.1752 1.5616 0.4171
C 0.3824 0.3148 0.8175
O -0.8055 0.7247 1.3603
H 1.9443 1.4108 -0.3404
H 1.6097 1.9373 1.3435
H 0.4696 2.3568 0.1761
H 0.9668 -0.3948 1.4031
H 0.1977 -0.1504 -0.1508
H -0.5901 1.3075 2.0921
C -3.8803 5.2476 4.2170
C -2.6189 5.2004 5.1259
O -2.4591 3.8191 5.3995
H -3.7846 4.6910 3.2847
H -4.4452 6.1600 4.0256
H -4.6928 4.7026 4.6975
H -2.6961 5.8265 6.0148
H -1.6217 5.3063 4.6988
H -3.1548 3.4949 5.9760
C 5.4569 5.3736 -4.0452
C 6.8057 5.7831 -3.4470
O 7.7378 4.7881 -3.8463
H 4.6861 6.1206 -3.8554
H 5.0448 4.4332 -3.6793
H 5.4273 5.2606 -5.1289
H 6.7392 5.6949 -2.3626
H 7.2173 6.7376 -3.7751
H 7.4979 3.8615 -3.7717
C -0.8082 -6.0707 4.3106
C -0.3982 -7.1271 5.3829
O 0.3778 -6.5341 6.4264
H 0.1610 -5.7252 3.9511
H -1.3613 -5.2629 4.7898
H -1.4680 -6.3077 3.4759
H 0.1789 -7.9250 4.9154
H -1.2732 -7.6740 5.7341
H 0.7600 -7.1082 7.0941
C 5.4812 -5.9662 2.2625
C 6.1491 -5.9129 3.6385
O 5.6851 -7.0932 4.3272
H 6.1318 -5.6426 1.4500
H 4.6461 -5.2663 2.2328
H 5.2002 -6.9730 1.9535
H 6.0258 -4.9557 4.1449
H 7.2207 -6.0110 3.4649
H 4.8218 -6.9459 4.7204
C -4.6455 5.1228 -3.1705
C -3.3711 5.9494 -3.0733
O -3.5189 7.2246 -3.8199
H -4.8565 4.7160 -4.1595
H -5.5403 5.7162 -2.9830
H -4.5418 4.2979 -2.4655
H -2.5507 5.2883 -3.3527
H -3.1874 6.1116 -2.0112
H -2.7518 7.7665 -3.6213
C -6.9414 3.1381 9.5233
C -6.0346 2.0147 10.0304
C -6.3177 0.7287 9.1892
O -5.9694 1.1190 7.8903
C -6.1706 0.0866 6.9119
N -4.6050 2.3778 10.0718
H -6.8878 3.3788 8.4615
H -6.7582 4.0223 10.1338
H -7.9283 2.7958 9.8347
H -6.4160 1.7996 11.0286
H -7.3666 0.4331 9.2098
H -5.8099 -0.2076 9.4205
H -5.4068 -0.6909 6.9284
H -6.1797 0.5881 5.9442
H -7.1049 -0.4745 6.9279
H -4.3048 2.1035 10.9963
H -4.5121 3.3810 10.1433
C -0.1032 1.2762 -7.1421
C 0.4029 -0.1880 -7.2873
C 0.3044 -1.0799 -5.9733
O 0.7749 -2.4468 -6.0132
C 0.4383 -3.1825 -4.8606
N -0.5748 -0.8205 -8.1503
H -0.2862 1.6273 -8.1577
H 0.5759 1.9809 -6.6621
H -1.0805 1.2688 -6.6595
H 1.3436 -0.1927 -7.8379
H -0.6868 -1.2133 -5.5398
H 0.9465 -0.5953 -5.2378
H 0.8964 -4.1667 -4.7629
H -0.6491 -3.2106 -4.7902
H 0.8299 -2.7970 -3.9193
H -0.4944 -1.8011 -7.9220
H -1.5559 -0.5834 -8.1139
C -7.7974 -2.1503 -2.8849
C -7.8522 -3.4964 -2.1045
C -8.2149 -4.8231 -2.7837
O -9.4879 -4.7761 -3.3685
C -9.9867 -5.9508 -3.8084
N -6.5094 -3.6020 -1.5831
H -7.7924 -1.2581 -2.2587
H -8.5628 -1.9847 -3.6430
H -6.9033 -2.2163 -3.5049
H -8.4654 -3.3081 -1.2233
H -8.0884 -5.5727 -2.0026
H -7.5342 -5.0359 -3.6080
H -10.1244 -6.6859 -3.0154
H -9.2156 -6.4547 -4.3912
H -10.9538 -5.7230 -4.2565
H -6.3960 -4.4891 -1.1138
H -6.3004 -2.9102 -0.8776
C 7.2246 0.3849 -7.4010
C 7.5261 -0.9855 -6.6527
C 7.3571 -1.0104 -5.1301
O 8.3162 -0.0690 -4.5341
C 8.5009 -0.3471 -3.1479
N 6.6152 -1.8709 -7.3063
H 6.2830 0.6570 -6.9242
H 7.2192 0.5120 -8.4836
H 7.9176 1.1359 -7.0217
H 8.5270 -1.3602 -6.8670
H 7.5355 -2.0304 -4.7897
H 6.3486 -0.8682 -4.7418
H 9.1553 0.2894 -2.5523
H 8.8860 -1.3664 -3.1206
H 7.5558 -0.1933 -2.6270
H 6.5837 -1.4053 -8.2020
H 5.6475 -1.9522 -7.0287
```

The electronic energy comes out at -60977.6698 eV. Its energy relative to the best compared isomer or geometry (same formula, charge and spin) is 185.38 kcal/mol. Its charge is 0. The structure (SMILES) is COC[C@H](C)N.COC[C@H](C)N.COC[C@H](C)N.COC[C@H](C)N.CCO.CCO.CCO.CCO.CCO.CCO.CCO. The maximum force comes out at 3.53 eV/Å. The calculation puts the molar mass at 679.0 u. As for the HOMO-LUMO gap: 9.01 eV. The highest occupied orbital energy is -8.825 eV.